No. 1
Density functional theory data (the ωB97M-V functional and the def2-TZVPD basis) for a molecular structure, C30H23Cl2N8O6SSn at a distorted geometry.

Total energy (eV): -97393.8177
Energy relative to the best compared isomer or geometry (same formula, charge and spin) (eV): 0.111
Frontier orbital gap (eV): 6.551

Geometry as ORCA input:
```
! wB97M-V def2-TZVPD RIJCOSX def2/J DEFGRID3
* xyz 1 1
Sn -0.4982 0.5023 0.6725
Cl 3.5779 4.1177 4.7604
C 2.3487 2.9949 4.2962
C 1.6705 3.1923 3.0969
C 0.6950 2.2970 2.7191
N -0.1328 2.3780 1.5798
C -0.2804 3.4518 0.7650
O 0.2938 4.5200 0.7979
C -1.4727 3.2625 -0.1739
C -2.0147 4.3606 -0.8021
C -3.2047 4.2115 -1.5048
C -3.8164 2.9673 -1.5414
C -3.1997 1.9054 -0.9138
N -2.0457 2.0436 -0.2566
C 0.4381 1.1578 3.4739
C 1.0904 0.9765 4.6794
C 2.0346 1.9117 5.0944
Cl 2.8055 1.6842 6.6253
N -0.5321 0.3100 2.8791
C -0.8600 -0.8845 3.3714
O -0.4293 -1.4692 4.3629
C -1.9288 -1.5371 2.5459
C -2.7031 -2.5516 3.0774
C -3.6757 -3.1301 2.2829
C -3.8258 -2.6888 0.9761
C -3.0061 -1.6801 0.5138
N -2.0779 -1.1015 1.2935
H 1.8919 4.0456 2.4748
H -1.5095 5.3102 -0.7000
H -3.6587 5.0605 -1.9979
H -4.7556 2.8131 -2.0516
H -3.6334 0.9182 -0.9379
H 0.8631 0.1313 5.3072
H -2.5215 -2.8594 4.0969
H -4.3048 -3.9188 2.6732
H -4.5635 -3.1225 0.3164
H -3.0762 -1.3227 -0.5003
C 4.4928 -1.6649 -0.0364
N 3.7087 -2.0361 1.1165
C 3.8553 -3.3464 1.7410
C 2.8374 -3.3006 2.8961
N 2.3527 -1.9298 2.8230
C 2.8283 -1.2715 1.7609
S 2.4277 0.3280 1.3608
H 5.5462 -1.5584 0.2290
H 4.1241 -0.7187 -0.4236
H 4.4030 -2.4360 -0.8043
H 4.8791 -3.4880 2.0918
H 3.6315 -4.1315 1.0164
H 3.3014 -3.4942 3.8614
H 2.0210 -4.0098 2.7560
H 1.5762 -1.5929 3.3771
N 0.9940 -1.9793 -0.1592
C 0.3337 -1.0660 -0.6673
H 1.3708 -2.6523 -0.8268
O -1.7643 0.0045 -2.1706
C -0.7398 -0.3237 -2.7180
O 0.2601 -0.9551 -2.0777
C -0.4309 -0.0553 -4.1410
C 0.7332 0.6226 -4.4906
C 0.9833 0.9196 -5.8209
C 0.0907 0.5170 -6.8043
C -1.0503 -0.1655 -6.4253
C -1.3425 -0.4531 -5.1090
N -2.0056 -0.6058 -7.4680
O -1.7916 -0.2448 -8.6027
O -2.9367 -1.2957 -7.1075
H 1.4396 0.9177 -3.7249
H 1.8767 1.4620 -6.0962
H 0.2675 0.7196 -7.8503
H -2.2555 -0.9729 -4.8574
*
```


No. 2
Density functional theory data (the ωB97M-V functional and the def2-TZVPD basis) for a molecular structure, C30H23Cl5F3NO5PtSTe at a distorted geometry.

Total energy (eV): -135342.2397
Energy relative to the best compared isomer or geometry (same formula, charge and spin) (eV): 0.469
Frontier orbital gap (spin up / spin down) (eV): 8.065 / 5.426

Geometry as ORCA input:
```
! wB97M-V def2-TZVPD RIJCOSX def2/J DEFGRID3
* xyz 1 2
Pt -1.5509 -1.5357 -1.2497
Cl -0.9063 -8.6320 -1.8030
C -1.4148 -7.0218 -1.8292
C -0.4750 -5.9950 -1.5379
Cl 1.1447 -6.3854 -1.1687
C -0.8855 -4.6948 -1.5601
Cl 0.1997 -3.4016 -1.2271
C -2.2403 -4.3384 -1.8708
O -2.6232 -3.1455 -1.8971
C -3.1742 -5.3994 -2.1653
Cl -4.7664 -4.9585 -2.5120
C -2.7565 -6.7127 -2.1382
Cl -3.8602 -7.9694 -2.4725
F -5.1049 -0.0172 1.6283
C -4.6565 -1.2043 1.2224
F -4.7206 -1.2386 -0.1160
F -5.4472 -2.1536 1.7076
S -2.9126 -1.4642 1.7741
O -2.9876 -1.8670 3.1447
O -2.2864 -0.1668 1.5153
O -2.4287 -2.4920 0.8461
C 5.1711 4.6307 -0.1978
C 3.9647 3.7512 -0.0343
C 3.5174 3.3657 1.2176
C 2.3960 2.5613 1.3872
C 2.0422 2.1972 2.8115
C 1.7126 2.1131 0.2436
Te 0.0744 0.8761 0.7938
N -0.6978 0.2833 -0.9656
C -1.8435 0.8969 -1.3708
O -2.6274 0.0700 -1.9268
C -2.2098 2.3007 -1.2062
C -3.5662 2.6265 -1.1883
C -3.9491 3.9393 -0.9822
C -2.9874 4.9256 -0.8005
C -1.6365 4.6068 -0.8367
C -1.2452 3.2945 -1.0417
C 1.3556 -0.7700 1.0115
C 2.1955 -1.0453 -0.0702
C 3.1717 -2.0127 0.0525
C 3.3146 -2.6853 1.2636
C 2.4840 -2.3950 2.3275
C 1.4805 -1.4224 2.2353
C 0.6122 -1.1639 3.4321
C 2.1498 2.4739 -1.0424
C 1.5213 2.0413 -2.3434
C 3.2648 3.2960 -1.1435
H 5.5729 4.9379 0.7657
H 4.9207 5.5276 -0.7655
H 5.9586 4.1094 -0.7439
H 4.0497 3.7029 2.1003
H 2.2023 3.0575 3.4597
H 2.6810 1.3875 3.1711
H 1.0082 1.8892 2.9742
H -4.3015 1.8440 -1.3152
H -4.9994 4.1951 -0.9574
H -3.2927 5.9509 -0.6391
H -0.8892 5.3795 -0.7182
H -0.1884 3.0707 -1.1364
H 2.0878 -0.5033 -1.0031
H 3.8237 -2.2350 -0.7819
H 4.0922 -3.4291 1.3786
H 2.6090 -2.9198 3.2668
H 1.2180 -1.0574 4.3323
H -0.0707 -1.9988 3.5865
H -0.0142 -0.2769 3.3383
H 0.7749 1.2646 -2.2352
H 2.2936 1.6689 -3.0179
H 1.0487 2.8905 -2.8423
H 3.6027 3.5828 -2.1339
*
```


No. 3
Density functional theory data (the ωB97M-V functional and the def2-TZVPD basis) for a molecular structure, C30H23F3N8O3STi at a distorted geometry.

Total energy (eV): -91648.4371
Energy relative to the best compared isomer or geometry (same formula, charge and spin) (eV): 1.058
Frontier orbital gap (spin up / spin down) (eV): 6.576 / 6.518

Geometry as ORCA input:
```
! wB97M-V def2-TZVPD RIJCOSX def2/J DEFGRID3
* xyz 1 2
Ti 0.0666 -0.2090 0.0702
C 3.8491 -1.0215 2.1312
C 3.8199 -2.4129 2.1657
C 2.8855 -3.0772 1.3988
C 1.9865 -2.3335 0.6433
N 1.9700 -0.9846 0.6653
C 2.9106 -0.3539 1.3753
C 1.0189 -2.8863 -0.3026
C 0.8819 -4.2150 -0.6662
C 0.0123 -4.5350 -1.6961
C -0.6341 -3.5215 -2.3903
C -0.4821 -2.2144 -1.9663
N 0.2675 -1.9244 -0.8817
C -1.0458 -1.0161 -2.5964
C -1.7081 -1.0229 -3.8151
C -2.1301 0.1746 -4.3621
C -1.9085 1.3456 -3.6529
C -1.2557 1.2697 -2.4376
N -0.8058 0.1278 -1.9189
H 4.5928 -0.4651 2.6829
H 4.5279 -2.9636 2.7694
H 2.8441 -4.1568 1.3855
H 2.8995 0.7278 1.3327
H 1.4418 -4.9866 -0.1580
H -0.1389 -5.5689 -1.9726
H -1.2620 -3.7653 -3.2342
H -1.8723 -1.9543 -4.3377
H -2.6121 0.2019 -5.3293
H -2.2280 2.3016 -4.0409
H -1.0730 2.1698 -1.8650
N 0.6167 2.0602 2.7432
C 0.4892 0.7793 3.0958
N 0.0831 -0.2003 2.3153
C 0.0326 -1.4052 3.0340
C -0.4252 -2.6394 2.5746
C -0.3952 -3.7372 3.4168
C 0.0823 -3.6356 4.7187
C 0.5165 -2.4159 5.2069
C 0.4806 -1.3211 4.3593
S 0.9228 0.3224 4.7285
H 0.1879 2.3614 1.8797
H 0.8733 2.7357 3.4396
H -0.8369 -2.7363 1.5828
H -0.7657 -4.6880 3.0561
H 0.0897 -4.5036 5.3633
H 0.8636 -2.3120 6.2262
C -2.8956 1.2446 2.8605
C -2.9320 1.9728 1.5326
O -1.6274 1.9851 0.9102
H -3.9082 1.1887 3.2592
H -2.2755 1.7770 3.5824
H -2.5208 0.2303 2.7436
H -3.2552 3.0033 1.6956
H -3.6432 1.4866 0.8590
H -1.6258 2.7004 0.2663
F 3.5991 2.1437 -1.5635
C 2.3455 1.8471 -1.8942
F 2.2871 0.4923 -1.9914
F 2.0953 2.3298 -3.1032
C 1.3274 2.3904 -0.8178
O 1.0969 3.5695 -0.7908
O 0.8547 1.4916 -0.0112
N -1.7694 -0.7433 0.3123
C -2.6138 -1.5385 0.4796
C -3.5171 -2.5415 0.6270
C -4.0858 -2.8063 1.8994
N -4.4969 -3.0065 2.9563
C -3.7226 -3.3679 -0.5076
N -3.7930 -4.0208 -1.4557
*
```


No. 4
Density functional theory data (the ωB97M-V functional and the def2-TZVPD basis) for 2 unconnected molecules or ions with the total composition C30H23N2O at a distorted geometry.

Total energy (eV): -36502.4980
Energy relative to the best compared isomer or geometry (same formula, charge and spin) (eV): 0.000
Frontier orbital gap (eV): 6.381

Geometry as ORCA input:
```
! wB97M-V def2-TZVPD RIJCOSX def2/J DEFGRID3
* xyz 1 1
C 3.8046 -3.0534 2.7866
C 2.5545 -3.3000 3.3718
C 1.5403 -2.3458 3.3004
C 1.7675 -1.1062 2.6580
C 0.7002 -0.1108 2.5164
C -0.6349 -0.5502 2.3958
C -1.7584 0.2568 2.3678
C -3.1210 -0.2118 2.5046
C -4.1572 0.7420 2.6539
C -5.4867 0.3545 2.7485
C -5.8244 -1.0097 2.7161
C -4.8074 -1.9694 2.6193
C -3.4695 -1.5841 2.5275
C 1.0527 1.3053 2.5190
C 0.3547 2.2501 1.7391
C 0.6416 3.6108 1.8297
C 1.6775 4.0528 2.6635
C 2.4170 3.1276 3.4144
C 2.1115 1.7720 3.3403
C 3.0422 -0.8635 2.0919
C 4.0406 -1.8341 2.1378
H 4.5908 -3.8077 2.8335
H 2.3642 -4.2423 3.8855
H 0.5665 -2.5427 3.7544
H -0.7609 -1.6347 2.3572
H -1.6508 1.3304 2.5116
H -3.8864 1.7990 2.6773
H -6.2637 1.1149 2.8406
H -6.8708 -1.3131 2.7545
H -5.0611 -3.0319 2.6080
H -2.6893 -2.3447 2.4845
H -0.4224 1.8969 1.0585
H 0.0406 4.3215 1.2581
H 1.8999 5.1170 2.7355
H 3.2231 3.4612 4.0692
H 2.6766 1.0560 3.9400
H 3.2291 0.0852 1.5815
H 5.0023 -1.6301 1.6660
O -3.9300 1.1425 -0.3610
C -2.7532 1.3144 -0.6760
C -2.1725 2.3662 -1.5462
C -0.8340 2.0762 -1.8298
C -0.1206 2.9046 -2.7034
C -0.7599 4.0294 -3.2506
C -2.1201 4.2877 -2.9809
C -2.8400 3.4336 -2.1447
C -0.4178 0.7818 -1.1661
C -1.6205 0.4370 -0.3134
N -1.9435 -0.8798 -0.1841
N -1.9248 -2.0095 0.0332
H 0.9208 2.6778 -2.9461
H -0.2060 4.7095 -3.9037
H -2.6100 5.1543 -3.4275
H -3.9048 3.5697 -1.9462
H -0.2343 -0.0230 -1.9084
H 0.5067 0.8781 -0.5721
*
```